Entry 1:
Formula: C41H27Cl4N3O11RuS2Sb
Source: the OMol25 dataset
Level of theory: ωB97M-V/def2-TZVPD

Properties
Net charge: -1
Energy: -5542.65732 hartree
Highest occupied orbital energy (alpha / beta): -5.587 / -5.587 eV
Gap between HOMO and LUMO (alpha / beta): 5.3 / 5.3 eV

Each line ends with the Löwdin charge.
CARTESIAN COORDINATES (ANGSTROEM)
Ru 1.03 -1.03 0.81  1.432
O 0.09 2.65 2.16  0.045
C 0.59 1.55 2.27  -0.608
O 1.20 0.93 1.30  -0.238
C 0.62 0.89 3.62  -0.044
C 0.80 1.71 4.72  0.076
C 0.85 1.16 5.99  -0.136
C 0.67 -0.20 6.18  0.078
C 0.47 -1.01 5.09  -0.062
C 0.48 -0.51 3.75  -0.254
O 0.32 -1.31 2.74  -0.169
N 0.21 -2.43 5.38  -0.354
O 0.60 -2.85 6.45  0.059
O -0.39 -3.08 4.56  0.099
N 1.05 2.02 7.15  -0.361
O 1.22 3.21 6.95  0.065
O 1.04 1.50 8.25  0.060
H 0.90 2.77 4.58  0.134
H 0.69 -0.63 7.17  0.131
Cl 1.12 -2.85 -5.70  0.659
C 1.03 -2.87 -3.98  -0.700
C 1.15 -4.09 -3.29  -0.703
Cl 1.42 -5.55 -4.17  0.657
C 1.07 -4.13 -1.91  -0.617
Cl 1.21 -5.59 -1.02  0.724
C 0.88 -2.93 -1.20  -0.381
O 0.79 -2.87 0.10  -0.176
C 0.78 -1.70 -1.89  -0.384
O 0.65 -0.63 -1.14  -0.262
C 0.84 -1.69 -3.29  -0.548
Cl 0.69 -0.17 -4.09  0.901
O 2.19 -4.36 2.55  -0.241
S 2.96 -3.23 2.93  0.685
O 2.92 -2.74 4.27  -0.246
N 2.69 -1.94 1.88  -0.179
C 3.71 -1.71 1.09  -0.763
S 3.48 -0.63 -0.15  0.882
C 4.91 -2.52 1.39  -0.208
C 6.15 -2.49 0.77  -0.012
C 7.10 -3.41 1.18  -0.060
C 6.82 -4.33 2.19  -0.059
C 5.58 -4.35 2.81  -0.022
C 4.64 -3.43 2.40  -0.198
H 6.35 -1.78 -0.02  0.113
H 8.07 -3.42 0.71  0.106
H 7.57 -5.05 2.49  0.107
H 5.35 -5.06 3.60  0.126
C -4.92 2.10 -0.60  -0.051
C -4.17 3.38 -0.89  -0.304
C -4.89 4.56 -1.05  -0.065
C -4.25 5.77 -1.29  -0.101
C -2.87 5.82 -1.34  -0.101
C -2.14 4.64 -1.20  -0.149
C -2.78 3.42 -1.01  -0.341
Sb -1.40 1.75 -0.96  1.632
C -0.44 2.27 -2.81  -0.374
C 0.95 2.11 -2.76  -0.252
C 1.74 2.37 -3.87  -0.181
C 1.14 2.79 -5.04  -0.120
C -0.23 2.97 -5.09  -0.072
C -1.05 2.72 -3.99  -0.306
C -2.52 2.99 -4.12  -0.062
C -2.59 0.03 -1.44  -0.344
C -2.98 -0.28 -2.74  -0.125
C -3.66 -1.45 -3.03  -0.089
C -3.95 -2.34 -2.00  -0.088
C -3.54 -2.05 -0.71  -0.049
C -2.86 -0.87 -0.40  -0.322
C -2.41 -0.67 1.02  -0.076
H -5.94 2.33 -0.28  0.075
H -4.43 1.53 0.19  0.068
H -4.98 1.46 -1.48  0.078
H -5.97 4.53 -0.99  0.103
H -4.83 6.68 -1.41  0.094
H -2.35 6.76 -1.49  0.097
H -1.06 4.68 -1.25  0.098
H 1.41 1.77 -1.84  0.083
H 2.81 2.22 -3.81  0.103
H 1.74 2.98 -5.93  0.100
H -0.70 3.30 -6.02  0.107
H -2.88 2.68 -5.11  0.083
H -2.73 4.05 -4.01  0.087
H -3.11 2.47 -3.37  0.042
H -2.73 0.39 -3.55  0.080
H -3.96 -1.67 -4.04  0.099
H -4.48 -3.26 -2.21  0.098
H -3.75 -2.76 0.09  0.110
H -2.97 -1.32 1.70  0.090
H -2.49 0.36 1.38  0.062
H -1.36 -0.97 1.13  0.026



Entry 2:
Formula: C41H29BiBrN3O6PS
Source: the OMol25 dataset
Level of theory: ωB97M-V/def2-TZVPD

Properties
Net charge: -1
Energy: -5723.75371 hartree
ΔE to the lowest compared entry with this formula, charge and spin: 0.000 eV
Highest occupied orbital energy (alpha / beta): -4.939 / -3.695 eV
Gap between HOMO and LUMO (alpha / beta): 6.9 / 5.2 eV

Each line ends with the Löwdin charge.
CARTESIAN COORDINATES (ANGSTROEM)
Bi -0.17 -0.72 -0.40  1.817
Br -4.73 -7.36 2.75  0.703
C -4.44 -5.74 3.70  -0.676
C -3.89 -5.68 4.98  -0.130
C -3.84 -4.50 5.66  -0.024
C -4.41 -3.38 5.02  -0.280
C -5.05 -3.43 3.77  -0.012
C -4.97 -4.60 3.08  -0.149
N -4.07 -2.20 5.62  0.036
N -4.30 -1.11 4.96  0.043
C -3.44 -0.38 4.20  -0.243
C -4.12 0.54 3.33  -0.045
C -3.70 0.74 2.06  -0.010
C -2.59 -0.02 1.50  -0.398
O -2.49 -0.30 0.26  -0.211
C -1.68 -0.58 2.49  -0.142
N -0.55 -1.18 2.03  0.017
C 0.20 -1.85 2.91  -0.099
C -0.10 -1.97 4.27  -0.038
C -1.24 -1.37 4.79  -0.005
C -2.08 -0.69 3.90  -0.083
H -3.54 -6.58 5.42  0.090
H -3.36 -4.40 6.61  0.106
H -5.54 -2.56 3.35  0.111
H -5.40 -4.73 2.09  0.093
H -5.08 0.91 3.68  0.105
H -4.29 1.36 1.39  0.104
H 1.13 -2.29 2.56  0.091
H 0.56 -2.56 4.92  0.110
H -1.51 -1.43 5.84  0.110
O 0.84 -4.62 1.19  0.028
C 1.05 -3.78 0.31  -0.612
O 0.13 -2.92 -0.10  -0.352
C 2.40 -3.80 -0.37  -0.173
C 3.00 -5.00 -0.76  -0.028
C 4.18 -4.96 -1.51  -0.110
C 4.83 -3.74 -1.72  -0.114
C 4.26 -2.56 -1.24  -0.127
C 3.04 -2.56 -0.54  -0.593
S 2.42 -1.07 0.18  0.555
H 2.53 -5.93 -0.42  0.116
H 4.62 -5.87 -1.89  0.088
H 5.73 -3.68 -2.32  0.094
H 4.76 -1.61 -1.44  0.085
O 0.05 3.45 1.39  -0.028
C 0.18 2.26 1.64  -0.455
O 0.28 1.28 0.71  -0.372
H 0.21 1.90 2.70  0.124
O 0.65 0.67 -2.48  -0.518
P 0.97 2.18 -2.69  0.832
C 2.38 2.65 -1.67  -0.288
C 2.32 3.68 -0.71  -0.077
C 3.46 3.97 0.02  -0.069
C 4.67 3.27 -0.14  -0.077
C 4.71 2.27 -1.08  -0.081
C 3.58 1.97 -1.86  -0.086
C -0.47 3.21 -2.36  -0.255
C -0.40 4.60 -2.55  -0.081
C -1.57 5.32 -2.46  -0.092
C -2.80 4.74 -2.13  -0.067
C -2.81 3.38 -1.89  -0.066
C -1.67 2.60 -2.03  -0.056
C 1.55 2.46 -4.33  -0.282
C 2.36 3.58 -4.62  -0.052
C 2.67 3.82 -5.98  -0.088
C 2.26 2.98 -6.96  -0.100
C 1.53 1.84 -6.64  -0.082
C 1.15 1.58 -5.33  -0.063
H 1.38 4.19 -0.50  0.092
H 3.38 4.75 0.78  0.103
H 5.52 3.54 0.46  0.094
H 5.59 1.65 -1.24  0.102
H 3.65 1.17 -2.60  0.120
H 0.54 5.07 -2.83  0.106
H -1.51 6.39 -2.61  0.101
H -3.66 5.37 -2.03  0.097
H -3.73 2.86 -1.61  0.109
H -1.74 1.52 -1.91  0.083
H 2.68 4.25 -3.83  0.105
H 3.23 4.72 -6.17  0.097
H 2.51 3.19 -8.01  0.110
H 1.20 1.16 -7.42  0.110
H 0.59 0.70 -5.11  0.105



Entry 3:
Formula: C41H31Cl5DyN7O5S2
Source: the OMol25 dataset
Level of theory: ωB97M-V/def2-TZVPD

Properties
Energy: -6322.95988 hartree
ΔE to the lowest compared entry with this formula, charge and spin: 0.000 eV
Highest occupied orbital energy (alpha / beta): -8.154 / -8.154 eV
Spin multiplicity: 6
Gap between HOMO and LUMO (alpha / beta): 7.4 / 7.5 eV
<S²>: 9.332

Each line ends with the Löwdin charge.
CARTESIAN COORDINATES (ANGSTROEM)
Dy -3.65 -18.72 9.84  1.425
C -5.57 -17.43 7.07  -0.148
C -6.07 -16.57 8.24  -0.111
C -6.81 -17.38 9.29  -0.260
C -8.19 -17.42 9.36  0.002
C -8.77 -18.09 10.41  -0.033
C -7.97 -18.70 11.37  -0.021
C -6.61 -18.56 11.25  -0.210
N -6.01 -17.96 10.22  -0.022
N -4.53 -18.46 7.34  -0.227
C -5.05 -19.79 6.90  -0.125
C -4.12 -20.96 7.15  -0.289
C -4.03 -22.07 6.35  -0.002
C -3.33 -23.16 6.84  -0.029
C -2.72 -23.14 8.09  -0.028
C -2.82 -22.00 8.81  -0.149
N -3.56 -20.93 8.37  -0.031
C -3.31 -18.21 6.66  -0.199
C -2.70 -16.91 7.12  -0.277
C -2.11 -16.09 6.21  -0.018
C -1.44 -14.94 6.60  -0.035
C -1.31 -14.68 7.95  -0.033
C -1.98 -15.54 8.82  -0.134
N -2.69 -16.60 8.44  0.026
H -5.18 -16.80 6.23  0.141
H -6.51 -17.89 6.68  0.139
H -6.77 -15.88 7.75  0.126
H -5.29 -15.89 8.60  0.096
H -8.76 -16.86 8.62  0.135
H -9.85 -18.04 10.42  0.100
H -8.47 -19.15 12.22  0.129
H -5.99 -19.02 11.99  0.078
H -5.39 -19.78 5.85  0.141
H -5.96 -19.97 7.48  0.107
H -4.46 -22.11 5.37  0.114
H -3.17 -24.02 6.19  0.120
H -2.23 -24.00 8.46  0.104
H -2.38 -21.91 9.78  0.092
H -3.49 -18.23 5.59  0.138
H -2.64 -19.02 6.82  0.074
H -2.22 -16.36 5.17  0.126
H -1.00 -14.28 5.89  0.111
H -0.74 -13.86 8.40  0.132
H -1.89 -15.48 9.92  0.121
Cl -1.63 -19.92 12.65  0.674
C -3.08 -20.91 12.48  -0.696
C -4.02 -20.57 11.48  -0.332
C -5.06 -21.51 11.36  -0.651
Cl -6.15 -21.32 9.96  0.716
C -5.31 -22.56 12.25  -0.712
Cl -6.64 -23.61 11.98  0.706
C -4.44 -22.71 13.33  -0.726
Cl -4.71 -23.85 14.54  0.724
C -3.27 -21.92 13.39  -0.739
Cl -2.16 -22.28 14.62  0.715
O 3.76 -14.63 8.74  0.103
C 2.92 -14.90 9.77  -0.503
O 2.99 -14.23 10.74  0.132
C 1.94 -16.00 9.55  -0.143
C 1.62 -16.41 8.26  -0.025
C 0.69 -17.44 8.17  -0.120
C 0.05 -17.97 9.30  -0.649
S -1.10 -19.30 9.09  0.561
C 0.32 -17.44 10.55  -0.121
C 1.21 -16.42 10.66  -0.014
H 3.73 -15.38 8.13  0.092
H 2.07 -16.05 7.31  0.129
H 0.40 -17.87 7.24  0.091
H -0.10 -17.86 11.45  0.076
H 1.35 -16.02 11.64  0.123
O -10.68 -17.30 12.42  -0.349
S -10.77 -15.89 12.16  0.397
O -10.37 -15.57 10.82  -0.342
O -11.86 -15.16 12.78  -0.335
C -9.37 -15.44 13.28  -0.330
N -9.67 -14.93 14.47  0.127
C -8.67 -14.66 15.32  -0.111
C -7.39 -14.97 14.99  -0.012
C -7.17 -15.52 13.75  -0.233
N -8.14 -15.68 12.85  0.180
C -5.85 -15.98 13.21  -0.127
C -5.09 -17.01 13.79  0.016
C -4.09 -17.58 13.02  -0.133
N -3.71 -17.13 11.78  -0.053
C -4.32 -15.97 11.40  -0.159
C -5.37 -15.39 12.05  0.008
H -9.03 -14.22 16.24  0.115
H -6.58 -14.68 15.67  0.119
H -5.30 -17.40 14.78  0.133
H -3.61 -18.53 13.34  0.071
H -4.04 -15.61 10.41  0.074
H -5.97 -14.64 11.52  0.139



Entry 4:
Formula: C41H31CrN10OP
Source: the OMol25 dataset
Level of theory: ωB97M-V/def2-TZVPD

Properties
Energy: -3589.86076 hartree
Highest occupied orbital energy (alpha / beta): -6.609 / -6.476 eV
Spin multiplicity: 5
Gap between HOMO and LUMO (alpha / beta): 5.2 / 4.8 eV
<S²>: 6.220

Each line ends with the Löwdin charge.
CARTESIAN COORDINATES (ANGSTROEM)
Cr 0.10 1.07 0.24  0.722
C 5.44 -2.71 -0.45  -0.070
C 5.61 -1.98 -1.64  -0.073
C 4.75 -0.96 -1.98  -0.010
C 3.69 -0.69 -1.11  -0.108
C 2.61 0.29 -1.16  -0.262
N 2.51 1.21 -2.11  0.214
C 1.55 2.11 -2.15  -0.253
C 1.51 3.21 -3.12  -0.103
C 2.41 3.62 -4.10  -0.009
C 2.10 4.76 -4.81  -0.074
C 0.92 5.48 -4.56  -0.074
C 0.03 5.08 -3.58  -0.009
C 0.35 3.93 -2.86  -0.103
C -0.30 3.27 -1.73  -0.253
N -1.44 3.70 -1.19  0.214
C -1.94 3.21 -0.07  -0.278
N -1.40 2.27 0.75  0.034
C -2.20 2.11 1.85  -0.291
N -2.01 1.30 2.87  0.215
C -1.00 0.43 2.95  -0.265
N -0.07 0.15 2.00  0.040
C 0.78 -0.81 2.47  -0.268
N 1.84 -1.33 1.85  0.187
C 2.31 -0.89 0.70  -0.281
N 1.82 0.12 -0.07  0.047
C 3.52 -1.42 0.06  -0.105
C 4.39 -2.44 0.41  -0.013
C 0.36 -1.19 3.81  -0.107
C 0.88 -2.09 4.73  -0.022
C 0.26 -2.18 5.96  -0.078
C -0.86 -1.39 6.27  -0.077
C -1.37 -0.49 5.36  -0.011
C -0.75 -0.41 4.11  -0.105
C -3.35 3.01 1.73  -0.114
C -4.46 3.21 2.53  -0.008
C -5.42 4.10 2.08  -0.073
C -5.27 4.77 0.86  -0.074
C -4.16 4.58 0.07  -0.009
C -3.19 3.69 0.52  -0.115
N 0.44 2.20 -1.36  0.045
H 6.13 -3.51 -0.22  0.104
H 6.44 -2.22 -2.29  0.102
H 4.88 -0.37 -2.88  0.114
H 3.32 3.06 -4.28  0.114
H 2.78 5.12 -5.57  0.102
H 0.71 6.37 -5.14  0.102
H -0.87 5.63 -3.36  0.114
H 4.27 -2.99 1.33  0.112
H 1.76 -2.69 4.50  0.106
H 0.64 -2.87 6.70  0.101
H -1.31 -1.47 7.25  0.101
H -2.22 0.14 5.59  0.113
H -4.57 2.69 3.47  0.114
H -6.31 4.28 2.68  0.102
H -6.05 5.45 0.53  0.102
H -4.03 5.09 -0.88  0.114
N 1.62 -4.53 1.91  0.187
C 1.71 -5.18 0.72  -0.505
O 1.99 -6.36 0.61  0.060
C 1.45 -4.32 -0.48  -0.127
C 2.11 -4.57 -1.67  0.005
C 1.89 -3.72 -2.74  -0.039
C 1.02 -2.65 -2.57  -0.135
N 0.34 -2.43 -1.44  0.066
C 0.56 -3.26 -0.43  -0.112
H 1.81 -5.07 2.74  0.111
H 1.63 -3.52 1.97  0.052
H 2.78 -5.42 -1.74  0.126
H 2.40 -3.86 -3.68  0.107
H 0.85 -1.94 -3.37  0.110
H 0.00 -3.06 0.48  0.104
C -3.66 0.29 -0.61  -0.292
P -2.11 -0.68 -0.90  0.814
C -2.49 -1.21 -2.62  -0.284
C -2.62 -2.19 0.04  -0.286
H -4.53 -0.24 -0.98  0.044
H -3.61 1.27 -1.09  0.034
H -3.79 0.45 0.47  0.035
H -3.27 -1.98 -2.62  0.044
H -1.61 -1.62 -3.11  0.005
H -2.85 -0.35 -3.19  0.038
H -3.71 -2.26 0.05  0.040
H -2.27 -2.13 1.07  0.029
H -2.21 -3.08 -0.42  0.028



Entry 5:
Formula: C41H32BrF5N4NiO7P
Source: the OMol25 dataset
Level of theory: ωB97M-V/def2-TZVPD

Properties
Net charge: +1
Energy: -7249.99865 hartree
Highest occupied orbital energy: -10.089 eV
Gap between HOMO and LUMO: 6.5 eV

Each line ends with the Löwdin charge.
CARTESIAN COORDINATES (ANGSTROEM)
Ni 0.02 0.40 -0.06  0.468
C -3.86 6.28 2.65  -0.057
C -3.54 6.22 1.16  -0.181
N -3.12 4.88 0.73  -0.023
C -1.80 4.60 0.74  0.055
C -1.26 3.40 0.39  -0.005
C 0.25 3.27 0.41  -0.559
O 0.89 4.28 0.67  0.066
O 0.74 2.13 0.13  -0.016
C -2.12 2.34 0.00  -0.232
O -1.75 1.18 -0.28  -0.053
C -3.54 2.67 -0.09  -0.025
C -4.43 1.72 -0.58  0.096
C -5.77 1.98 -0.60  -0.182
F -6.61 1.06 -1.13  0.066
C -6.29 3.19 -0.11  -0.141
C -5.40 4.14 0.35  0.058
C -4.02 3.92 0.33  -0.110
N -7.69 3.46 -0.04  -0.107
C -8.19 4.64 -0.73  -0.118
C -9.27 5.28 0.16  -0.070
N -9.78 4.22 1.09  0.050
C -10.03 2.94 0.33  -0.069
C -8.66 2.38 -0.09  -0.129
H -4.16 7.29 2.93  0.083
H -2.98 6.01 3.24  0.087
H -4.66 5.59 2.91  0.071
H -2.73 6.90 0.92  0.129
H -4.39 6.52 0.56  0.111
H -1.11 5.39 1.02  0.155
H -4.05 0.78 -0.96  0.125
H -5.80 5.05 0.77  0.109
H -8.62 4.37 -1.70  0.139
H -7.39 5.35 -0.91  0.131
H -10.11 5.66 -0.41  0.138
H -8.88 6.09 0.79  0.136
H -10.61 4.53 1.59  0.188
H -9.04 4.02 1.77  0.184
H -10.65 3.20 -0.52  0.138
H -10.57 2.25 0.97  0.139
H -8.76 1.93 -1.08  0.132
H -8.35 1.59 0.60  0.138
F -0.80 -7.46 0.44  0.154
C -0.92 -6.15 0.33  -0.130
C -2.06 -5.51 0.77  -0.134
F -3.05 -6.22 1.32  0.138
C -2.17 -4.14 0.65  -0.202
F -3.32 -3.61 1.09  0.092
C -1.17 -3.35 0.09  -0.255
P -1.35 -1.51 -0.07  1.138
C -2.33 -1.38 -1.59  -0.340
C -3.60 -1.94 -1.77  -0.092
C -4.28 -1.76 -2.97  -0.077
C -3.69 -1.05 -4.01  -0.074
C -2.41 -0.53 -3.85  -0.059
C -1.74 -0.69 -2.65  -0.087
C -2.30 -1.05 1.42  -0.347
C -3.67 -0.84 1.52  -0.101
C -4.23 -0.43 2.72  -0.079
C -3.42 -0.23 3.83  -0.078
C -2.06 -0.43 3.74  -0.059
C -1.49 -0.82 2.54  -0.079
C -0.03 -4.02 -0.37  -0.576
Br 1.34 -3.11 -1.25  0.963
C 0.09 -5.39 -0.25  -0.262
F 1.17 -6.03 -0.69  0.096
H -4.06 -2.52 -0.99  0.097
H -5.26 -2.20 -3.10  0.107
H -4.22 -0.92 -4.94  0.107
H -1.94 0.00 -4.67  0.112
H -0.74 -0.29 -2.53  0.100
H -4.31 -1.00 0.66  0.090
H -5.30 -0.28 2.78  0.100
H -3.86 0.07 4.78  0.104
H -1.42 -0.27 4.60  0.112
H -0.41 -0.94 2.46  0.102
O 1.75 -0.12 -1.10  -0.101
C 2.34 -0.12 0.02  -0.652
O 1.68 -0.17 1.09  -0.030
C 3.83 -0.02 0.06  -0.115
C 4.44 0.61 1.14  0.016
C 5.81 0.73 1.18  0.017
C 6.55 0.20 0.14  -0.140
C 5.97 -0.43 -0.95  0.014
C 4.59 -0.53 -0.99  0.004
N 8.03 0.31 0.19  -0.354
O 8.66 -0.17 -0.73  0.078
O 8.51 0.88 1.14  0.079
H 3.82 1.00 1.93  0.125
H 6.32 1.22 1.99  0.121
H 6.60 -0.81 -1.74  0.120
H 4.10 -0.99 -1.83  0.116



Question: Which value of energy does entry 2 give?
Answer: -5723.75371 hartree